{
  "formula": "C16H16N2O5",
  "method": "ωB97M-V/def2-TZVPD",
  "elements": ["C", "H", "H", "H", "C", "C", "N", "O", "C", "C", "C", "O", "O", "C", "C", "O", "N", "C", "O", "C", "C", "C", "C", "C", "C", "H", "H", "H", "H", "H", "H", "H", "H", "C", "H", "H", "H", "H", "H"],
  "positions_angstrom": [[-0.091, -1.674, -2.571], [0.633, -2.344, -3.024], [-0.793, -1.340, -3.331], [-0.635, -2.228, -1.810], [0.617, -0.479, -1.947], [1.625, -0.885, -0.933], [1.991, -2.127, -0.783], [2.925, -2.172, 0.207], [3.141, -0.945, 0.678], [2.340, -0.054, -0.009], [2.210, 1.368, 0.290], [2.827, 1.951, 1.145], [1.296, 1.967, -0.503], [0.860, 3.252, -0.097], [-0.638, 3.361, -0.296], [-1.172, 4.325, -0.783], [-1.392, 2.253, 0.048], [-1.078, 1.182, 0.878], [-0.100, 1.158, 1.584], [-2.036, 0.049, 0.789], [-3.399, 0.199, 0.547], [-4.212, -0.917, 0.461], [-3.675, -2.186, 0.604], [-2.323, -2.342, 0.860], [-1.509, -1.230, 0.963], [-0.454, -1.334, 1.167], [-1.902, -3.328, 0.980], [-4.315, -3.053, 0.525], [-5.269, -0.794, 0.281], [-3.845, 1.181, 0.462], [-2.339, 2.289, -0.314], [1.348, 4.027, -0.697], [1.120, 3.400, 0.961], [4.117, -0.746, 1.768], [4.130, -1.616, 2.421], [5.116, -0.612, 1.352], [3.854, 0.151, 2.321], [-0.106, 0.189, -1.475], [1.129, 0.103, -2.719]],
  "gap_ev": 9.76,
  "lumo_ev": 0.05
}

---

{
  "formula": "C16H16N3OS2",
  "method": "ωB97M-V/def2-TZVPD",
  "elements": ["C", "O", "C", "C", "C", "C", "C", "C", "C", "N", "C", "N", "C", "C", "H", "H", "H", "H", "H", "H", "H", "H", "C", "C", "C", "N", "C", "S", "S", "C", "H", "H", "H", "H", "H", "H", "H", "H"],
  "positions_angstrom": [[3.443, -3.983, 0.054], [2.934, -3.807, 1.352], [1.762, -3.064, 1.430], [1.195, -2.902, 2.700], [0.027, -2.210, 2.870], [-0.648, -1.661, 1.780], [-1.912, -0.955, 1.974], [-3.008, -1.125, 1.203], [-4.156, -0.371, 1.457], [-5.097, 0.279, 1.670], [-3.016, -2.084, 0.185], [-2.964, -2.902, -0.639], [-0.079, -1.815, 0.510], [1.100, -2.492, 0.335], [4.343, -4.595, 0.131], [2.708, -4.496, -0.569], [3.699, -3.014, -0.377], [1.685, -3.363, 3.538], [-0.397, -2.100, 3.851], [-1.980, -0.270, 2.806], [-0.585, -1.379, -0.332], [1.510, -2.598, -0.654], [-5.344, 3.983, -2.292], [-4.403, 3.335, -3.335], [-3.084, 3.020, -2.609], [-3.271, 3.370, -1.177], [-2.429, 3.016, -0.155], [-1.247, 1.865, -0.401], [-2.614, 3.732, 1.343], [-4.537, 4.123, -0.992], [-5.707, 4.960, -2.632], [-6.232, 3.359, -2.133], [-4.847, 2.422, -3.745], [-4.230, 4.007, -4.186], [-2.809, 1.965, -2.688], [-2.246, 3.604, -3.004], [-4.305, 5.166, -0.757], [-5.062, 3.694, -0.131]],
  "gap_ev": 5.09,
  "lumo_ev": 2.04,
  "charge": -1
}

---

{
  "formula": "C16H17BFNO3",
  "method": "ωB97M-V/def2-TZVPD",
  "elements": ["F", "O", "O", "O", "B", "C", "C", "C", "C", "C", "C", "C", "C", "C", "C", "C", "C", "N", "C", "C", "C", "C", "H", "H", "H", "H", "H", "H", "H", "H", "H", "H", "H", "H", "H", "H", "H", "H", "H"],
  "positions_angstrom": [[2.773, 1.645, -0.935], [-3.272, -2.053, -4.994], [0.311, 0.607, -1.344], [-3.350, -3.909, -3.428], [-2.846, -2.670, -3.814], [-0.221, 1.004, 1.020], [-0.499, -1.504, -0.445], [-1.278, -2.621, -0.596], [0.167, 1.477, 2.260], [2.268, 2.120, 1.367], [1.928, 1.639, 0.123], [0.676, 1.086, -0.072], [-0.419, -0.564, -1.474], [-1.864, -1.976, -2.801], [-1.135, -0.794, -2.672], [-1.954, -2.865, -1.754], [1.394, 2.064, 2.434], [2.336, 3.793, 3.945], [-1.157, 0.306, -3.682], [-2.854, -4.072, -2.098], [3.059, 1.390, 4.216], [1.954, 2.364, 3.829], [-3.906, -2.562, -5.514], [-1.231, 0.629, 0.881], [0.067, -1.354, 0.482], [-1.399, -3.279, 0.221], [-0.413, 1.329, 3.119], [3.234, 2.564, 1.471], [2.993, 4.017, 3.225], [2.814, 3.972, 4.819], [-1.248, -0.126, -4.659], [-0.165, 0.785, -3.659], [-1.972, 1.009, -3.525], [-3.667, -4.093, -1.384], [-2.351, -5.040, -2.051], [3.831, 1.347, 3.430], [2.641, 0.415, 4.441], [3.665, 1.663, 5.101], [1.091, 2.258, 4.518]],
  "gap_ev": 9.04,
  "lumo_ev": 0.64
}

---

{
  "formula": "C16H17CaN3O7S4Se",
  "method": "ωB97M-V/def2-TZVPD",
  "elements": ["Ca", "O", "C", "O", "C", "O", "C", "C", "O", "O", "H", "H", "H", "H", "H", "S", "S", "S", "S", "C", "N", "C", "Se", "N", "C", "C", "C", "C", "C", "C", "H", "H", "H", "H", "H", "H", "H", "H", "O", "C", "C", "C", "C", "O", "N", "H", "H", "H", "H"],
  "positions_angstrom": [[-0.171, 0.597, -0.576], [2.214, -3.810, 0.129], [1.609, -2.600, 0.030], [1.133, -2.209, -1.000], [1.734, -1.826, 1.322], [0.826, -0.773, 1.459], [-0.439, -1.146, 2.045], [-1.252, -1.937, 1.006], [-1.495, -3.128, 1.236], [-1.518, -1.268, -0.040], [2.217, -4.170, -0.769], [1.681, -2.523, 2.161], [2.738, -1.392, 1.261], [-0.271, -1.728, 2.952], [-0.917, -0.194, 2.279], [0.433, 2.335, 1.640], [-1.251, 3.482, 1.967], [-2.104, 3.870, 0.132], [-2.658, 2.044, -0.647], [-3.920, -0.752, -2.426], [-2.966, -1.843, -2.521], [-1.679, -1.706, -2.907], [-0.868, -0.252, -3.672], [-1.053, -2.877, -2.619], [-1.920, -3.733, -1.956], [-1.753, -4.989, -1.412], [-2.859, -5.567, -0.806], [-4.085, -4.901, -0.748], [-4.245, -3.636, -1.297], [-3.143, -3.073, -1.904], [-3.466, 0.146, -2.835], [-4.142, -0.560, -1.377], [-4.830, -0.996, -2.977], [-0.047, -2.878, -2.523], [-0.789, -5.480, -1.416], [-2.760, -6.538, -0.338], [-4.921, -5.367, -0.242], [-5.183, -3.100, -1.228], [4.222, -0.350, -0.170], [3.676, 0.638, -0.647], [4.465, 1.906, -1.018], [3.401, 2.856, -1.549], [2.131, 2.023, -1.443], [1.010, 2.417, -1.769], [2.355, 0.790, -0.917], [5.235, 1.642, -1.744], [4.967, 2.270, -0.121], [3.548, 3.175, -2.581], [3.258, 3.746, -0.935]],
  "gap_ev": 4.76,
  "lumo_ev": 4.31,
  "charge": -2
}

---

{
  "formula": "C16H17Cl2F5IrN2O6STe",
  "method": "ωB97M-V/def2-TZVPD",
  "elements": ["Ir", "Cl", "C", "Cl", "H", "H", "O", "C", "O", "C", "C", "C", "C", "C", "C", "S", "H", "H", "H", "H", "F", "Te", "F", "F", "F", "F", "O", "C", "C", "C", "C", "C", "C", "O", "N", "C", "O", "N", "C", "O", "H", "H", "H", "H", "H", "H", "H", "H", "H", "H", "H"],
  "positions_angstrom": [[-0.618, 1.017, -1.906], [-4.308, 1.951, -3.669], [-2.867, 2.930, -4.018], [-1.419, 1.917, -4.249], [-2.670, 3.579, -3.167], [-3.018, 3.474, -4.949], [2.402, -0.910, -0.985], [2.150, 0.171, -1.495], [1.380, 0.405, -2.486], [2.877, 1.408, -0.969], [4.204, 1.238, -0.595], [4.965, 2.306, -0.154], [4.392, 3.567, -0.059], [3.071, 3.749, -0.405], [2.294, 2.679, -0.870], [0.637, 3.074, -1.245], [4.632, 0.249, -0.669], [5.995, 2.150, 0.130], [4.981, 4.406, 0.281], [2.602, 4.717, -0.326], [-3.204, -1.244, -0.078], [-3.454, -0.527, -1.912], [-5.049, -0.612, -3.117], [-2.783, -0.600, -3.771], [-3.744, -2.433, -2.165], [-5.051, -0.006, -0.848], [-2.775, 1.075, -1.504], [2.136, -1.267, 3.121], [1.403, -2.130, 2.105], [-0.091, -1.754, 1.897], [-0.864, -1.603, 3.221], [-2.347, -1.347, 2.968], [-0.687, -2.925, 1.140], [-0.826, -4.022, 1.623], [-1.017, -2.695, -0.172], [-1.012, -1.465, -0.751], [-1.431, -1.354, -1.936], [-0.529, -0.413, -0.138], [-0.112, -0.414, 1.156], [0.249, 0.608, 1.691], [3.192, -1.530, 3.121], [1.754, -1.422, 4.127], [2.042, -0.216, 2.862], [1.437, -3.177, 2.417], [1.908, -2.038, 1.139], [-0.442, -0.764, 3.775], [-0.738, -2.522, 3.799], [-2.487, -0.435, 2.391], [-2.875, -1.242, 3.914], [-2.799, -2.170, 2.418], [-1.485, -3.433, -0.689]],
  "gap_ev": [7.21, 6.01],
  "spin_multiplicity": 5,
  "lumo_ev": [1.69, -0.25],
  "charge": -1
}

---

{
  "formula": "C16H17Cl2F5O2STi",
  "method": "ωB97M-V/def2-TZVPD",
  "elements": ["C", "C", "C", "C", "C", "C", "C", "C", "C", "C", "Ti", "Cl", "Cl", "O", "H", "H", "H", "H", "H", "H", "H", "H", "H", "H", "H", "H", "H", "H", "H", "H", "O", "H", "F", "C", "C", "F", "C", "F", "C", "S", "C", "F", "C", "F"],
  "positions_angstrom": [[-1.294, 1.450, -1.857], [0.100, 1.302, -2.092], [0.806, 1.748, -0.953], [0.727, 0.974, -3.394], [-0.147, 2.208, 0.013], [-1.472, 2.051, -0.542], [-2.740, 2.500, 0.104], [-2.327, 1.357, -2.913], [2.272, 1.958, -0.893], [0.179, 2.914, 1.276], [-1.146, 0.086, 0.375], [2.623, -1.993, -0.523], [-1.007, -1.710, -1.062], [0.186, -0.097, 1.580], [0.160, 0.208, -3.937], [1.747, 0.596, -3.254], [0.775, 1.873, -4.030], [2.787, 1.053, -1.243], [2.588, 2.133, 0.140], [2.588, 2.830, -1.494], [1.135, 2.542, 1.674], [-0.596, 2.730, 2.034], [0.263, 4.008, 1.144], [-2.679, 2.392, 1.197], [-3.596, 1.897, -0.225], [-2.984, 3.553, -0.089], [-2.113, 0.551, -3.628], [-2.377, 2.294, -3.491], [-3.327, 1.180, -2.502], [0.828, -0.774, 1.860], [-2.703, -0.096, 1.217], [-3.411, -0.728, 1.385], [5.375, -4.523, 0.161], [4.191, -4.307, 0.747], [3.114, -5.165, 0.506], [3.271, -6.207, -0.330], [1.877, -4.904, 1.067], [0.835, -5.713, 0.823], [1.637, -3.767, 1.879], [0.155, -3.413, 2.544], [2.746, -2.900, 2.091], [2.522, -1.745, 2.745], [4.010, -3.167, 1.553], [5.007, -2.289, 1.731]],
  "gap_ev": 4.18,
  "lumo_ev": 4.13,
  "charge": -2
}